1.
DFT (the ωB97M-V functional and the def2-TZVPD basis) results for a cluster of 14 separate species, C56H136N4O24 in total at a distorted geometry.

Properties
ΔE to the lowest compared entry with this formula, charge and spin ... 2.5704 eV
Charge ... 0

Geometry as XYZ:
```
220
C56H136N4O24 (the ωB97M-V functional and the def2-TZVPD basis)
C 2.08 -0.94 3.27
C 1.58 -0.70 1.83
C 1.78 -1.99 1.05
C 0.97 -2.05 -0.24
C -0.54 -1.86 -0.02
C -0.85 -0.64 0.88
N 0.13 -0.47 1.98
O -0.16 0.67 2.77
C -0.94 0.69 0.10
C -2.21 -0.94 1.53
C 2.36 0.38 1.06
H 1.84 -0.09 3.91
H 3.14 -1.15 3.23
H 1.55 -1.80 3.68
H 2.81 -2.29 0.87
H 1.38 -2.81 1.66
H 1.18 -3.03 -0.68
H 1.26 -1.34 -1.02
H -0.97 -2.85 0.10
H -0.85 -1.64 -1.05
H -1.52 0.41 -0.78
H -1.55 1.48 0.53
H 0.02 1.10 -0.22
H -2.91 -1.21 0.74
H -2.13 -1.70 2.31
H -2.56 -0.07 2.10
H 2.24 1.35 1.54
H 2.21 0.40 -0.02
H 3.41 0.12 1.20
H 0.17 1.40 2.21
C 4.33 -2.54 -5.08
C 2.82 -2.30 -4.89
C 2.37 -1.26 -5.91
C 0.85 -1.27 -6.23
C 0.20 -2.67 -6.32
C 0.62 -3.59 -5.18
N 2.07 -3.52 -5.14
O 2.67 -4.63 -4.49
C -0.15 -3.24 -3.90
C 0.13 -5.01 -5.57
C 2.67 -1.68 -3.48
H 4.87 -1.59 -4.98
H 4.50 -2.80 -6.13
H 4.79 -3.31 -4.47
H 2.47 -0.24 -5.54
H 2.96 -1.27 -6.83
H 0.62 -0.75 -7.16
H 0.33 -0.75 -5.42
H 0.53 -3.11 -7.27
H -0.88 -2.56 -6.42
H 0.04 -2.26 -3.45
H -1.23 -3.38 -3.98
H 0.14 -3.94 -3.10
H -0.95 -5.08 -5.64
H 0.50 -5.31 -6.55
H 0.53 -5.70 -4.82
H 3.32 -0.84 -3.24
H 2.96 -2.41 -2.71
H 1.65 -1.41 -3.22
H 2.58 -4.37 -3.55
C -7.02 -1.16 -4.50
C -5.53 -0.74 -4.48
C -5.46 0.58 -5.30
C -4.13 1.31 -5.13
C -3.93 1.50 -3.63
C -3.85 0.18 -2.86
N -5.14 -0.48 -3.08
O -5.45 -1.53 -2.19
C -2.59 -0.61 -3.23
C -3.78 0.56 -1.36
C -4.79 -1.88 -5.24
H -7.14 -2.07 -3.92
H -7.40 -1.34 -5.51
H -7.69 -0.40 -4.07
H -5.65 0.38 -6.36
H -6.27 1.20 -4.91
H -4.13 2.30 -5.58
H -3.26 0.78 -5.53
H -4.71 2.13 -3.20
H -3.03 2.09 -3.44
H -1.70 -0.17 -2.78
H -2.67 -1.65 -2.91
H -2.38 -0.55 -4.30
H -4.64 1.16 -1.05
H -3.93 -0.38 -0.81
H -2.86 1.03 -1.04
H -3.98 -2.24 -4.60
H -4.27 -1.55 -6.15
H -5.42 -2.69 -5.59
H -6.17 -1.15 -1.68
C -1.26 3.71 -1.81
C -2.17 4.81 -1.29
C -1.88 5.11 0.19
C -0.64 5.97 0.40
C -0.82 7.27 -0.37
C -1.07 7.14 -1.87
N -2.05 6.05 -2.08
O -2.42 5.87 -3.41
C -1.79 8.41 -2.36
C 0.21 6.87 -2.71
C -3.64 4.32 -1.41
H -1.50 3.60 -2.87
H -1.48 2.75 -1.34
H -0.22 4.00 -1.66
H -2.72 5.65 0.64
H -1.74 4.17 0.74
H 0.26 5.46 0.06
H -0.51 6.17 1.47
H 0.09 7.86 -0.20
H -1.66 7.82 0.07
H -2.61 8.72 -1.72
H -1.03 9.19 -2.18
H -1.95 8.43 -3.43
H 1.06 7.41 -2.28
H 0.54 5.84 -2.86
H 0.14 7.38 -3.67
H -4.31 5.01 -0.91
H -3.70 3.29 -1.06
H -3.89 4.23 -2.46
H -3.23 6.37 -3.54
C 5.66 -4.36 2.63
C 5.10 -5.26 3.74
O 5.11 -4.59 4.98
O 4.72 -3.30 2.37
H 5.66 -4.96 1.71
H 6.67 -4.01 2.84
H 5.81 -6.09 3.82
H 4.07 -5.60 3.56
H 4.61 -3.77 4.93
H 5.19 -2.70 1.78
C -1.93 3.63 3.01
C -3.24 2.90 3.31
O -3.65 3.13 4.66
O -1.98 5.03 3.25
H -1.70 3.46 1.95
H -1.13 3.16 3.59
H -3.16 1.84 3.06
H -4.00 3.27 2.61
H -2.95 3.64 5.07
H -1.88 5.16 4.19
C -2.19 -1.52 5.24
C -2.41 -2.11 6.65
O -3.70 -1.84 7.18
O -0.84 -1.07 5.16
H -2.78 -0.60 5.13
H -2.54 -2.17 4.44
H -1.68 -1.73 7.36
H -2.23 -3.18 6.64
H -3.84 -0.89 7.13
H -0.74 -0.78 4.24
C 5.35 0.03 5.85
C 5.26 -1.46 5.53
O 4.40 -2.15 6.46
O 4.18 0.78 5.49
H 6.23 0.49 5.40
H 5.43 0.09 6.94
H 6.26 -1.87 5.64
H 4.87 -1.69 4.54
H 3.48 -1.83 6.45
H 3.45 0.18 5.70
C 5.43 -5.51 -1.10
C 4.25 -4.54 -1.02
O 3.13 -4.98 -1.81
O 5.28 -6.62 -0.23
H 6.26 -4.94 -0.69
H 5.68 -5.80 -2.13
H 4.55 -3.59 -1.47
H 4.14 -4.30 0.04
H 2.98 -5.88 -1.46
H 4.54 -7.17 -0.52
C 2.13 4.21 1.27
C 2.56 5.67 1.03
O 2.00 6.18 -0.17
O 0.71 4.13 1.40
H 2.64 3.90 2.18
H 2.42 3.63 0.39
H 3.65 5.70 0.95
H 2.16 6.19 1.90
H 2.01 7.14 -0.17
H 0.37 4.77 0.77
C 3.56 3.67 -2.47
C 3.76 2.32 -3.15
O 3.68 1.31 -2.12
O 2.21 4.04 -2.24
H 3.97 4.43 -3.16
H 4.20 3.68 -1.57
H 4.73 2.26 -3.62
H 2.93 2.15 -3.84
H 2.72 1.19 -2.04
H 2.29 4.86 -1.72
C 0.21 -6.84 1.66
C 0.69 -5.58 0.96
O 0.31 -5.53 -0.42
O 0.91 -7.95 1.14
H -0.86 -6.85 1.44
H 0.38 -6.64 2.72
H 1.78 -5.46 1.01
H 0.29 -4.71 1.51
H 1.01 -5.00 -0.82
H 0.89 -8.63 1.83
C -5.93 -0.65 2.33
C -5.75 0.81 2.00
O -6.12 1.59 3.13
O -4.90 -1.05 3.24
H -5.80 -1.26 1.43
H -6.94 -0.90 2.66
H -6.48 1.02 1.20
H -4.78 1.04 1.56
H -6.32 2.48 2.85
H -5.22 -0.86 4.13
C 1.74 -0.76 7.79
C 2.86 0.02 8.50
O 2.44 0.29 9.80
O 1.94 -0.96 6.39
H 0.75 -0.32 7.94
H 1.74 -1.70 8.35
H 3.08 0.93 7.92
H 3.74 -0.64 8.47
H 3.09 0.75 10.32
H 1.07 -1.13 6.01
```

These are the Mulliken partial charges, in e, on atoms 1 to 99: atom 1 (C): -2.8303, atom 2 (C): 3.0402, atom 3 (C): -1.7756, atom 4 (C): 3.0955, atom 5 (C): -0.9654, atom 6 (C): 2.9196, atom 7 (N): 0.4714, atom 8 (O): 0.0943, atom 9 (C): -0.7599, atom 10 (C): -1.8650, atom 11 (C): -2.1871, atom 12 (H): 0.8178, atom 13 (H): -0.1676, atom 14 (H): 0.5344, atom 15 (H): 0.1660, atom 16 (H): -0.2064, atom 17 (H): -0.6783, atom 18 (H): -0.9586, atom 19 (H): 0.5263, atom 20 (H): -1.0691, atom 21 (H): -0.1340, atom 22 (H): -0.1171, atom 23 (H): 0.3825, atom 24 (H): 0.8068, atom 25 (H): 0.4177, atom 26 (H): -0.6648, atom 27 (H): 0.6137, atom 28 (H): -0.2108, atom 29 (H): 0.6706, atom 30 (H): 0.0632, atom 31 (C): -2.0650, atom 32 (C): 2.0385, atom 33 (C): -1.0853, atom 34 (C): -0.1435, atom 35 (C): -1.1351, atom 36 (C): 1.7089, atom 37 (N): 0.2615, atom 38 (O): -0.4802, atom 39 (C): -0.9802, atom 40 (C): -2.0623, atom 41 (C): -1.2601, atom 42 (H): 0.3947, atom 43 (H): 0.5350, atom 44 (H): 0.1676, atom 45 (H): 0.1619, atom 46 (H): 0.4034, atom 47 (H): 0.5918, atom 48 (H): -0.2215, atom 49 (H): 0.4597, atom 50 (H): 0.2999, atom 51 (H): -0.2219, atom 52 (H): 0.5525, atom 53 (H): 0.2757, atom 54 (H): 0.3944, atom 55 (H): 0.4738, atom 56 (H): 0.3437, atom 57 (H): 0.7326, atom 58 (H): -0.3214, atom 59 (H): 0.0210, atom 60 (H): 0.3734, atom 61 (C): -2.1878, atom 62 (C): 1.6926, atom 63 (C): -1.4100, atom 64 (C): -0.8781, atom 65 (C): -1.0101, atom 66 (C): 3.2530, atom 67 (N): 0.3652, atom 68 (O): -0.4908, atom 69 (C): -1.9614, atom 70 (C): -2.3633, atom 71 (C): -1.5464, atom 72 (H): 0.4798, atom 73 (H): 0.4683, atom 74 (H): 0.4301, atom 75 (H): 0.3955, atom 76 (H): 0.4559, atom 77 (H): 0.5134, atom 78 (H): 0.2061, atom 79 (H): 0.6559, atom 80 (H): -0.6180, atom 81 (H): 0.3459, atom 82 (H): 0.6004, atom 83 (H): 0.2127, atom 84 (H): 0.7201, atom 85 (H): 0.8286, atom 86 (H): -0.5085, atom 87 (H): 0.2401, atom 88 (H): 0.3109, atom 89 (H): 0.4198, atom 90 (H): 0.3613, atom 91 (C): -0.9267, atom 92 (C): 2.6991, atom 93 (C): -0.4416, atom 94 (C): 1.8367, atom 95 (C): -2.3021, atom 96 (C): 1.7053, atom 97 (N): 0.4139, atom 98 (O): -0.5281, atom 99 (C): -1.9832

---

2.
DFT (the ωB97M-V functional and the def2-TZVPD basis) results for a cluster of 8 separate species, C56H138ClN7O6 in total at a distorted geometry.

Properties
E ... -95480.4465 eV
Charge ... +6

Geometry as XYZ:
```
208
C56H138ClN7O6 (the ωB97M-V functional and the def2-TZVPD basis)
C 2.73 -3.65 1.63
C 1.16 -3.69 1.68
N 0.54 -3.40 3.09
C 0.63 -4.84 3.79
C 1.38 -2.35 3.93
C 1.36 -0.91 3.28
C -0.95 -2.88 2.97
C -1.91 -3.85 2.30
O -2.36 -4.77 3.30
C -3.14 -5.84 2.69
H 3.18 -4.53 2.09
H 3.02 -2.79 2.22
H 3.07 -3.64 0.59
H 0.80 -4.66 1.33
H 0.78 -2.96 0.97
H 0.24 -4.59 4.78
H 1.60 -5.33 3.74
H -0.02 -5.56 3.29
H 2.38 -2.74 4.11
H 0.88 -2.22 4.89
H 1.73 -0.16 3.99
H 0.38 -0.47 3.10
H 1.90 -0.85 2.33
H -0.82 -1.93 2.45
H -1.13 -2.55 3.99
H -1.52 -4.34 1.40
H -2.76 -3.25 1.98
H -2.52 -6.54 2.12
H -4.00 -5.51 2.12
H -3.36 -6.50 3.53
C -6.52 2.11 1.30
C -6.51 1.06 0.16
N -5.24 1.04 -0.73
C -5.29 2.36 -1.57
C -3.84 1.03 0.06
C -3.66 -0.05 1.13
C -5.34 -0.13 -1.74
C -4.05 -0.54 -2.51
O -3.54 0.60 -3.19
C -2.26 0.29 -3.75
H -6.62 3.14 0.95
H -5.65 2.18 1.95
H -7.39 1.94 1.94
H -7.34 1.19 -0.54
H -6.59 0.03 0.50
H -6.22 2.34 -2.13
H -4.38 2.39 -2.17
H -5.35 3.29 -1.00
H -3.90 2.00 0.55
H -3.03 1.01 -0.66
H -2.70 0.01 1.65
H -3.93 -1.02 0.71
H -4.51 -0.02 1.82
H -6.16 0.19 -2.38
H -5.61 -0.95 -1.07
H -4.45 -1.31 -3.17
H -3.40 -1.06 -1.81
H -2.37 -0.63 -4.32
H -1.48 0.32 -2.99
H -2.00 1.09 -4.44
C -0.15 3.02 -2.76
C 1.34 3.43 -2.62
N 1.68 4.39 -1.39
C 0.78 5.67 -1.43
C 1.28 3.56 -0.10
C 1.73 4.23 1.27
C 3.16 4.90 -1.52
C 4.18 3.75 -1.60
O 4.20 3.27 -2.99
C 5.38 2.53 -3.13
H -0.54 2.63 -1.83
H -0.17 2.38 -3.64
H -0.71 3.90 -3.08
H 1.76 3.87 -3.52
H 1.95 2.52 -2.56
H -0.22 5.49 -1.02
H 0.68 5.96 -2.48
H 1.25 6.38 -0.75
H 1.49 2.50 -0.26
H 0.20 3.63 -0.04
H 1.37 5.22 1.55
H 2.82 4.30 1.35
H 1.44 3.59 2.10
H 3.30 5.54 -0.65
H 3.18 5.47 -2.45
H 3.97 2.95 -0.89
H 5.10 4.25 -1.31
H 5.50 2.13 -4.14
H 5.26 1.70 -2.44
H 6.29 3.09 -2.90
C 4.26 0.68 1.28
C 5.64 1.49 1.49
N 6.71 0.84 2.40
C 5.95 0.27 3.63
C 7.38 -0.32 1.63
C 8.52 -1.03 2.40
C 7.75 1.96 2.82
C 8.93 2.31 1.92
O 8.61 2.59 0.53
C 7.90 3.86 0.27
H 3.69 0.79 2.20
H 4.33 -0.38 1.08
H 3.61 1.09 0.50
H 5.47 2.54 1.73
H 6.14 1.58 0.52
H 5.34 -0.58 3.32
H 5.43 1.14 4.02
H 6.61 -0.22 4.34
H 7.76 0.05 0.68
H 6.61 -1.08 1.45
H 9.39 -0.42 2.67
H 8.88 -1.87 1.80
H 8.25 -1.47 3.36
H 8.21 1.52 3.71
H 7.20 2.86 3.10
H 9.52 1.40 1.84
H 9.66 3.01 2.33
H 7.92 4.14 -0.78
H 8.42 4.61 0.87
H 6.91 3.79 0.71
C -5.38 7.72 1.19
C -4.74 7.62 2.60
N -4.63 6.09 3.04
C -3.93 6.18 4.37
C -6.07 5.41 3.27
C -7.17 6.19 4.02
C -3.68 5.32 2.04
C -2.85 4.12 2.53
O -3.69 3.13 3.03
C -2.96 2.13 3.76
H -4.68 7.32 0.45
H -5.43 8.70 0.72
H -6.35 7.25 1.04
H -5.22 8.23 3.36
H -3.69 7.88 2.47
H -3.94 5.26 4.95
H -4.40 6.96 4.98
H -2.90 6.41 4.11
H -5.73 4.53 3.83
H -6.53 5.08 2.34
H -8.13 5.72 3.82
H -7.14 7.23 3.69
H -6.99 6.20 5.10
H -2.96 6.06 1.68
H -4.30 5.08 1.18
H -2.11 4.30 3.31
H -2.39 3.48 1.78
H -2.67 2.54 4.73
H -2.13 1.61 3.29
H -3.78 1.43 3.96
C 2.99 0.55 -4.66
C 3.13 -0.34 -3.41
N 2.61 -1.81 -3.55
C 1.08 -1.51 -3.33
C 2.79 -2.45 -4.93
C 4.25 -2.70 -5.22
C 3.07 -2.70 -2.33
C 2.46 -4.10 -2.33
O 3.18 -4.91 -3.24
C 2.51 -6.12 -3.40
H 3.38 0.19 -5.62
H 3.52 1.46 -4.40
H 1.98 0.94 -4.73
H 2.74 0.03 -2.47
H 4.17 -0.57 -3.21
H 0.93 -1.43 -2.26
H 0.49 -2.35 -3.70
H 0.69 -0.67 -3.90
H 2.42 -1.75 -5.68
H 2.16 -3.34 -4.91
H 4.76 -3.31 -4.47
H 4.75 -1.73 -5.19
H 4.38 -3.19 -6.19
H 2.87 -2.02 -1.50
H 4.13 -2.74 -2.55
H 1.39 -4.08 -2.54
H 2.53 -4.52 -1.32
H 2.80 -6.87 -2.67
H 2.66 -6.52 -4.41
H 1.43 -6.07 -3.29
C -5.53 -7.23 0.29
C -4.69 -7.17 -1.00
C -3.46 -6.24 -0.84
N -2.62 -6.00 -2.09
C -1.91 -7.33 -2.50
C -1.57 -4.89 -1.73
C -2.37 -3.63 -2.10
C -2.98 -4.02 -3.52
C -3.46 -5.42 -3.26
H -6.39 -7.90 0.24
H -5.98 -6.25 0.47
H -4.93 -7.47 1.17
H -5.49 -6.85 -1.67
H -4.46 -8.21 -1.25
H -2.80 -6.80 -0.18
H -3.71 -5.25 -0.48
H -1.20 -7.05 -3.27
H -2.63 -8.06 -2.88
H -1.34 -7.61 -1.61
H -0.74 -5.09 -2.40
H -1.24 -4.97 -0.69
H -1.61 -2.85 -2.12
H -3.05 -3.28 -1.33
H -2.20 -3.94 -4.28
H -3.84 -3.50 -3.94
H -3.28 -6.09 -4.10
H -4.54 -5.43 -3.06
Cl -0.07 -0.01 0.09
```

These are the Mulliken partial charges, in e, on atoms 1 to 99: atom 1 (C): -0.7548, atom 2 (C): -0.3929, atom 3 (N): 0.1210, atom 4 (C): -0.8472, atom 5 (C): -0.9225, atom 6 (C): 0.0310, atom 7 (C): -0.6044, atom 8 (C): 0.5275, atom 9 (O): -0.4912, atom 10 (C): -0.9662, atom 11 (H): 0.3849, atom 12 (H): -0.0389, atom 13 (H): 0.1044, atom 14 (H): 0.5132, atom 15 (H): 0.3427, atom 16 (H): 0.4463, atom 17 (H): 0.3724, atom 18 (H): 0.2852, atom 19 (H): 0.4715, atom 20 (H): 0.5025, atom 21 (H): 0.6246, atom 22 (H): -0.1629, atom 23 (H): -0.2163, atom 24 (H): 0.1090, atom 25 (H): 0.5839, atom 26 (H): -0.6594, atom 27 (H): 0.6265, atom 28 (H): 0.3138, atom 29 (H): 0.3822, atom 30 (H): 0.4508, atom 31 (C): -1.1776, atom 32 (C): -0.6120, atom 33 (N): 0.2150, atom 34 (C): -0.8242, atom 35 (C): 0.3915, atom 36 (C): -0.6068, atom 37 (C): -1.2582, atom 38 (C): -0.0059, atom 39 (O): -0.4478, atom 40 (C): -0.6025, atom 41 (H): 0.3286, atom 42 (H): 0.1507, atom 43 (H): 0.4672, atom 44 (H): 0.5928, atom 45 (H): 0.4794, atom 46 (H): 0.4440, atom 47 (H): 0.3232, atom 48 (H): 0.2006, atom 49 (H): -0.0696, atom 50 (H): 0.0840, atom 51 (H): -0.2520, atom 52 (H): 0.2305, atom 53 (H): 0.3227, atom 54 (H): 0.4407, atom 55 (H): 0.5152, atom 56 (H): 0.6195, atom 57 (H): 0.0903, atom 58 (H): 0.3996, atom 59 (H): -0.0626, atom 60 (H): 0.5370, atom 61 (C): -1.0458, atom 62 (C): -0.3234, atom 63 (N): 0.2520, atom 64 (C): -0.9477, atom 65 (C): 0.2881, atom 66 (C): -1.6016, atom 67 (C): -1.2982, atom 68 (C): 0.7997, atom 69 (O): -0.3686, atom 70 (C): -0.7224, atom 71 (H): 0.2472, atom 72 (H): 0.3425, atom 73 (H): 0.3387, atom 74 (H): 0.6002, atom 75 (H): -0.0582, atom 76 (H): 0.3419, atom 77 (H): 0.4037, atom 78 (H): 0.4284, atom 79 (H): 0.0459, atom 80 (H): 0.2458, atom 81 (H): 0.3396, atom 82 (H): 0.2940, atom 83 (H): 0.4589, atom 84 (H): 0.4939, atom 85 (H): 0.4295, atom 86 (H): -0.4220, atom 87 (H): 0.4311, atom 88 (H): 0.3757, atom 89 (H): 0.2176, atom 90 (H): 0.3260, atom 91 (C): -0.8703, atom 92 (C): -0.6937, atom 93 (N): 0.5838, atom 94 (C): -0.9428, atom 95 (C): -0.4685, atom 96 (C): -1.2564, atom 97 (C): -0.5245, atom 98 (C): -0.8164, atom 99 (O): -0.3608

---

| no. | M (g mol⁻¹) |
| --- | --- |
| 1 | 1249.7 |
| 2 | 1041.2 |